(1)
The following is a DFT calculation (ωB97M-V/def2-TZVPD) of C5H8FO4Tl as an isolated structure in a non-equilibrium geometry.

- energy relative to the best compared isomer or geometry (same formula, charge and spin) (eV) = 1.7400
- Kohn-Sham gap (eV) = 7.97
- HOMO energy (eV) = -9.06

Structure (ORCA input):
```
! RIJCOSX wB97M-V def2-TZVPD def2/J DEFGRID3
* xyz 0 1
C 0.335 0.671 1.991
O -0.135 1.135 0.745
C 0.014 1.674 3.083
H -0.132 -0.303 2.232
H 1.430 0.506 1.956
H 0.375 1.306 4.055
H 0.496 2.641 2.877
H -1.072 1.836 3.156
C -0.231 -1.585 -2.734
O -0.974 -0.545 -2.734
C -0.472 0.117 -0.581
C 0.656 -0.902 -0.696
O 0.240 -1.967 -1.543
O 0.260 -2.070 -3.763
F -1.637 -0.513 -0.141
H -0.456 0.990 -1.250
H 1.539 -0.423 -1.135
H 0.891 -1.349 0.276
Tl -1.126 -1.217 -5.794
*
```

Löwdin population analysis, charges in e, atoms 1 to 6: -0.36 -0.17 -0.09 0.11 0.11 0.07


(2)
The following is a DFT calculation (ωB97M-V/def2-TZVPD) of C5H8HgO2 as an isolated structure in a non-equilibrium geometry.

- energy relative to the best compared isomer or geometry (same formula, charge and spin) (eV) = 0.0000
- Kohn-Sham gap (spin up / spin down) (eV) = 8.26 / 7.94
- HOMO energy (spin up / spin down) (eV) = -12.85 / -14.02

Structure (ORCA input):
```
! RIJCOSX wB97M-V def2-TZVPD def2/J DEFGRID3
* xyz 1 2
O 0.071 -0.461 -0.364
C 0.635 -0.531 0.789
Hg 0.150 -1.708 2.578
O 1.591 0.332 0.960
C 2.024 1.236 -0.017
C 2.793 2.246 0.358
H 3.203 2.906 -0.405
H 1.690 1.043 -1.033
H 3.098 2.383 1.395
H -0.419 -1.430 -0.720
C -2.404 -0.438 -0.193
H -2.463 -0.551 0.893
H -2.490 0.540 -0.672
C -2.330 -1.569 -0.983
H -2.590 -2.535 -0.540
H -2.559 -1.464 -2.047
*
```

Löwdin population analysis, charges in e, atoms 1 to 6: -0.03 -0.48 0.90 -0.05 -0.15 0.11